The following is a quantum chemistry calculation of one molecule with the formula C12H21N3O5S in a non-equilibrium geometry, from the OMol25 dataset.

Bonds (Å) are listed after each position.
Positions of all 42 atoms, in Å:
1 O 3.2013 -1.6786 -2.4203  C7 1.213
2 O -1.2172 -2.5000 -0.7409  C8 1.230
3 O 1.0952 1.9302 -0.0441  C9 1.219
4 O -2.2486 2.0979 -0.5517  C10 1.247
5 O 0.7617 -3.2043 -1.5113  C8 1.345, H22 0.966
6 S -3.9549 -1.4071 2.8245  C14 1.821, C17 1.785
7 C 3.2570 -0.4674 -2.4444  O1 1.213, N12 1.341, C15 1.498
8 C -0.1727 -2.2525 -1.3419  O2 1.230, O5 1.345, C18 1.507
9 C 0.6571 0.7927 -0.0518  O3 1.219, N13 1.339, C20 1.530
10 C -2.0424 2.3775 0.6456  O4 1.247, N11 1.359, C21 1.544
11 N -2.5349 3.4647 1.2957  C10 1.359, C16 1.458, H23 1.013
12 N 2.3640 0.2929 -1.7937  C7 1.341, C20 1.471, H24 0.994
13 N -0.3577 0.4025 0.7306  C9 1.339, C21 1.498, H25 1.034
14 C -4.5106 -2.6879 1.6555  S6 1.821, H26 1.077, H27 1.082, H28 1.097
15 C 4.2713 0.2523 -3.2797  C7 1.498, H29 1.096, H30 1.115, H31 1.093
16 C -3.3087 4.5616 0.7263  N11 1.458, H32 1.082, H33 1.105, H34 1.109
17 C -3.0783 -0.3339 1.6993  S6 1.785, C19 1.518, H35 1.087, H36 1.107
18 C 0.2769 -0.9095 -1.8572  C8 1.507, C20 1.522, H37 1.102, H38 1.088
19 C -2.0857 0.5788 2.3957  C17 1.518, C21 1.494, H39 1.116, H40 1.082
20 C 1.3086 -0.2709 -0.9384  C9 1.530, N12 1.471, C18 1.522, H41 1.100
21 C -1.2152 1.3760 1.4796  C10 1.544, N13 1.498, C19 1.494, H42 1.125
22 H 1.5886 -2.9205 -1.9225  O5 0.966
23 H -2.2994 3.5134 2.2792  N11 1.013
24 H 2.4191 1.2841 -1.8443  N12 0.994
25 H -0.6726 -0.5812 0.6801  N13 1.034
26 H -4.7844 -3.5698 2.2107  C14 1.077
27 H -5.3845 -2.3373 1.1230  C14 1.082
28 H -3.7084 -2.9502 0.9553  C14 1.097
29 H 5.0922 -0.4256 -3.5391  C15 1.096
30 H 3.8064 0.5823 -4.2375  C15 1.115
31 H 4.5655 1.1560 -2.7404  C15 1.093
32 H -3.3230 5.4452 1.3499  C16 1.082
33 H -4.3363 4.2374 0.4825  C16 1.105
34 H -2.7680 4.7835 -0.2158  C16 1.109
35 H -2.5338 -0.9928 1.0282  C17 1.087
36 H -3.8053 0.2634 1.1165  C17 1.107
37 H -0.5970 -0.2468 -1.9600  C18 1.102
38 H 0.6696 -1.0537 -2.8613  C18 1.088
39 H -1.4419 -0.0148 3.0882  C19 1.116
40 H -2.6723 1.1935 3.0659  C19 1.082
41 H 1.7714 -1.0741 -0.3464  C20 1.100
42 H -0.5332 2.0351 2.0851  C21 1.125

Values from the calculation:
- Highest occupied orbital energy: -0.3122 hartree
- Structure (SMILES): CNC(=O)[C@@H](CCSC)NC(=O)[C@@H](CC(=O)O)NC(C)=O
- Lowest unoccupied orbital energy: 0.56 eV
- Kohn-Sham gap: 9.053 eV
- Largest force on an atom: 0.0624 Eh/bohr
- Relative energy (zero: lowest compared OMol25 entry of this formula, charge and spin): 0.0 kJ/mol

Results of the natural (NBO) charge analysis, in e, for atoms 1 through 5: O -0.677; O -0.604; O -0.628; O -0.633; O -0.686

The following is a quantum chemistry calculation of one molecule with the formula C4H8FN in a non-equilibrium geometry, from the OMol25 dataset.

Bonds (Å) are listed after each position.
Positions of all 14 atoms, in Å:
1 C 0.0726 -0.9703 0.4403  C2 1.497, C3 1.571, H7 1.098, N13 1.421
2 C -1.1536 -0.5926 -0.3306  C1 1.497, C3 1.514, H8 1.081, H9 1.073
3 C -0.5583 0.4622 0.5775  C1 1.571, C2 1.514, C4 1.464, H10 1.080
4 C 0.0404 1.5526 -0.1936  C3 1.464, H11 1.112, H12 1.095, F14 1.388
5 H 2.1252 -0.6707 0.2244  N13 1.035
6 H 1.4287 -1.8753 -0.6677  N13 0.996
7 H -0.1060 -1.7527 1.1896  C1 1.098
8 H -2.0285 -1.1951 -0.1324  C2 1.081
9 H -0.9015 -0.3708 -1.3501  C2 1.073
10 H -1.0142 0.6893 1.5298  C3 1.080
11 H -0.7111 2.3028 -0.5252  C4 1.112
12 H 0.5858 1.0840 -1.0201  C4 1.095
13 N 1.2836 -0.9604 -0.3030  C1 1.421, H5 1.035, H6 0.996
14 F 0.9371 2.2972 0.5610  C4 1.388

Values from the calculation:
- Highest occupied orbital energy: -0.3470 hartree
- Structure (SMILES): N[C@@H]1C[C@@H]1CF
- Lowest unoccupied orbital energy: 1.12 eV
- Kohn-Sham gap: 10.564 eV
- Largest force on an atom: 0.0515 Eh/bohr
- Relative energy (zero: lowest compared OMol25 entry of this formula, charge and spin): 95.9 kJ/mol

Results of the natural (NBO) charge analysis, in e, for atoms 1 through 5: C -0.059; C -0.424; C -0.270; C 0.034; H 0.371

The following is a quantum chemistry calculation of a 7-piece molecular cluster, C21H42O21 overall in a non-equilibrium geometry, from the OMol25 dataset.

Bonds (Å) are listed after each position.
Positions of all 84 atoms, in Å:
1 C -1.1852 -0.7231 1.3514  O2 1.443, H7 1.090, H8 1.090, H9 1.090
2 O -0.6750 -0.3854 0.0444  C1 1.443, C3 1.381
3 C 0.5986 0.1449 -0.0222  O2 1.381, O4 1.268, O5 1.269
4 O 1.4663 0.2500 0.8971  C3 1.268
5 O 0.7105 0.5580 -1.2171  C3 1.269, C6 1.449
6 C 1.5898 1.6878 -1.4437  O5 1.449, H10 1.090, H11 1.090, H12 1.090
7 H -2.0503 -1.3853 1.3175  C1 1.090
8 H -1.4212 0.1924 1.8938  C1 1.090
9 H -0.4891 -1.3519 1.9066  C1 1.090
10 H 1.3577 2.4905 -0.7437  C6 1.090
11 H 1.4832 2.0562 -2.4640  C6 1.090
12 H 2.6132 1.4136 -1.1880  C6 1.090
13 C -1.5647 1.5960 -3.3820  O14 1.411, H19 1.090, H20 1.090, H21 1.090
14 O -2.6254 1.8668 -4.2727  C13 1.411, C15 1.316
15 C -3.7760 1.2364 -4.3771  O14 1.316, O16 1.245, O17 1.336
16 O -4.1455 0.2857 -3.6634  C15 1.245
17 O -4.5406 1.8804 -5.2635  C15 1.336, C18 1.412
18 C -5.8802 1.5424 -5.5567  O17 1.412, H22 1.090, H23 1.090, H24 1.090
19 H -0.9974 0.7149 -3.6819  C13 1.090
20 H -1.7875 1.5168 -2.3179  C13 1.090
21 H -0.8096 2.3820 -3.3894  C13 1.090
22 H -6.4747 2.2280 -6.1605  C18 1.090
23 H -6.4086 1.3252 -4.6284  C18 1.090
24 H -5.8809 0.5952 -6.0961  C18 1.090
25 C 5.5523 5.9725 3.3381  O26 1.411, H31 1.090, H32 1.090, H33 1.090
26 O 5.1077 4.6408 3.2012  C25 1.411, C27 1.324
27 C 4.5943 4.1639 2.0781  O26 1.324, O28 1.249, O29 1.363
28 O 4.2877 4.8475 1.0788  C27 1.249
29 O 4.2680 2.8752 2.3799  C27 1.363, C30 1.435
30 C 3.8659 2.0217 1.2982  O29 1.435, H34 1.090, H35 1.090, H36 1.090
31 H 4.7162 6.4808 3.8183  C25 1.090
32 H 5.7449 6.5184 2.4145  C25 1.090
33 H 6.4163 6.0547 3.9975  C25 1.090
34 H 3.0617 2.4966 0.7361  C30 1.090
35 H 3.5044 1.1186 1.7899  C30 1.090
36 H 4.7107 1.7799 0.6533  C30 1.090
37 C -6.3407 -0.2344 3.1807  O38 1.414, H43 1.090, H44 1.090, H45 1.090
38 O -5.4385 -0.8696 2.2971  C37 1.414, C39 1.349
39 C -5.1079 -0.3020 1.1186  O38 1.349, O40 1.206, O41 1.368
40 O -5.4775 0.7932 0.7746  C39 1.206
41 O -4.4131 -1.2208 0.3805  C39 1.368, C42 1.424
42 C -3.8850 -1.0394 -0.9291  O41 1.424, H46 1.090, H47 1.090, H48 1.090
43 H -5.9528 0.7720 3.3385  C37 1.090
44 H -6.4476 -0.7124 4.1544  C37 1.090
45 H -7.2936 -0.2516 2.6517  C37 1.090
46 H -3.1076 -0.2833 -1.0396  C42 1.090
47 H -4.8309 -0.8330 -1.4298  C42 1.090
48 H -3.4523 -1.9594 -1.3220  C42 1.090
49 C -2.3308 -5.7582 -2.6454  O50 1.431, H55 1.090, H56 1.090, H57 1.090
50 O -3.2872 -5.8165 -1.5832  C49 1.431, C51 1.333
51 C -3.0857 -4.9449 -0.5956  O50 1.333, O52 1.210, O53 1.353
52 O -2.2786 -4.0493 -0.4878  C51 1.210
53 O -3.9707 -5.2340 0.3860  C51 1.353, C54 1.429
54 C -4.0325 -4.4680 1.5908  O53 1.429, H58 1.090, H59 1.090, H60 1.090
55 H -2.3993 -6.5432 -3.3985  C49 1.090
56 H -1.2838 -5.7037 -2.3470  C49 1.090
57 H -2.4954 -4.9069 -3.3060  C49 1.090
58 H -4.7064 -4.9523 2.2974  C54 1.090
59 H -4.2333 -3.3998 1.5099  C54 1.090
60 H -3.0798 -4.4671 2.1205  C54 1.090
61 C 1.6218 -2.5516 6.5952  O62 1.442, H67 1.090, H68 1.090, H69 1.090
62 O 2.1052 -3.1871 5.3940  C61 1.442, C63 1.295
63 C 1.5714 -2.9143 4.2457  O62 1.295, O64 1.225, O65 1.303
64 O 0.6397 -2.1335 4.0920  C63 1.225
65 O 2.1602 -3.6260 3.3268  C63 1.303, C66 1.435
66 C 1.8024 -3.5965 1.9370  O65 1.435, H70 1.090, H71 1.090, H72 1.090
67 H 1.7737 -3.2326 7.4325  C61 1.090
68 H 0.5583 -2.3160 6.5540  C61 1.090
69 H 2.1844 -1.6474 6.8277  C61 1.090
70 H 0.8089 -4.0403 1.8721  C66 1.090
71 H 2.4457 -4.3529 1.4873  C66 1.090
72 H 1.7162 -2.6099 1.4818  C66 1.090
73 C 3.8366 4.2199 -2.0274  O74 1.370, H79 1.090, H80 1.090, H81 1.090
74 O 4.9868 3.8238 -2.6572  C73 1.370, C75 1.313
75 C 5.1840 2.5540 -2.9282  O74 1.313, O76 1.245, O77 1.413
76 O 4.4185 1.6224 -2.6200  C75 1.245
77 O 6.4746 2.4161 -3.4879  C75 1.413, C78 1.410
78 C 7.1809 1.2101 -3.2984  O77 1.410, H82 1.090, H83 1.090, H84 1.090
79 H 3.6768 3.5484 -1.1838  C73 1.090
80 H 2.9344 4.3882 -2.6155  C73 1.090
81 H 3.9648 5.1801 -1.5278  C73 1.090
82 H 6.5031 0.4862 -3.7506  C78 1.090
83 H 7.3669 0.8821 -2.2757  C78 1.090
84 H 8.0781 1.1739 -3.9164  C78 1.090

Values from the calculation:
- Highest occupied orbital energy (spin up / spin down): -0.4528 / -0.4527 hartree
- Lowest unoccupied orbital energy (spin up / spin down): -2.19 / -9.91 eV
- Spin multiplicity: 2
- Kohn-Sham gap (spin up / spin down): 10.128 / 2.414 eV
- Total charge: +1
- Largest force on an atom: 0.0762 Eh/bohr
- Relative energy (zero: lowest compared OMol25 entry of this formula, charge and spin): 33.4 kJ/mol

Results of the Löwdin charge analysis, in e, for atoms 1 through 5: C 0.010; O 0.041; C -0.503; O 0.163; O 0.060

> largest force on an atom of number 1 (C12H21N3O5S)?

0.0624 Eh/bohr